# C5H7N

A single C5H7N molecule at a distorted geometry (the ωB97M-V functional and the def2-TZVPD basis, the OMol25 dataset).

The geometry in ORCA input format:
```
! wB97M-V def2-TZVPD RIJCOSX def2/J DEFGRID3
* xyz 0 1
C 1.3764 -0.0582 0.0313
C 0.6634 1.5069 0.0643
C -1.2115 -0.4720 -0.7787
C -1.2171 -0.5723 0.7184
C -0.0203 0.0874 0.0063
N 2.5032 -0.4868 -0.1144
H 0.5858 1.9055 1.1087
H 0.7782 2.1818 -0.7154
H -1.0953 -1.3335 -1.5871
H -1.7877 0.2483 -1.1464
H -1.9230 0.1260 1.2676
H -1.1674 -1.5510 1.2205
H 2.5151 -1.5821 -0.0749
*
```

The calculation puts the maximum force at 5.58 eV Å⁻¹. The SMILES is [H]/N=C1/CC12CC2. The value obtained for the orbital gap is 9.49 eV. As for the energy above the lowest of the compared OMol25 structures with the same formula, charge and spin: 410.5 kJ/mol. For the electronic energy, the calculation gives -249.316894 hartree.

natural (NBO) population analysis, charges in e, atoms 1 to 4: C 0.37; C -0.50; C -0.37; C -0.39

# C5H7N

C5H7N as an isolated structure (the ωB97M-V functional and the def2-TZVPD basis, the OMol25 dataset).

The geometry in ORCA input format:
```
! wB97M-V def2-TZVPD RIJCOSX def2/J DEFGRID3
* xyz 0 1
C 0.2577 -1.0403 -1.4742
C -0.2676 0.1035 -0.6790
C 0.3692 0.6234 1.3015
N 0.7639 0.9461 -0.0963
C -1.5837 0.1730 -0.2108
C -1.0513 0.1366 1.0723
H 0.2564 -0.6609 -2.5013
H -0.3921 -1.9213 -1.3753
H 1.2897 -1.2517 -1.1593
H 0.4068 1.4769 1.9875
H 1.0736 -0.1473 1.6500
H 0.5560 1.9253 -0.2993
H -1.6343 -0.3185 1.8723
*
```

The calculation puts the maximum force at 0.77 eV Å⁻¹. The value obtained for the orbital gap is 8.57 eV. As for the energy above the lowest of the compared OMol25 structures with the same formula, charge and spin: 449.1 kJ/mol. For the electronic energy, the calculation gives -249.302194 hartree.

natural (NBO) population analysis, charges in e, atoms 1 to 4: C -0.69; C 0.37; C -0.28; N -0.67

# C5H7N

A single C5H7N molecule at a distorted geometry (the ωB97M-V functional and the def2-TZVPD basis, the OMol25 dataset).

The geometry in ORCA input format:
```
! wB97M-V def2-TZVPD RIJCOSX def2/J DEFGRID3
* xyz 0 1
C 1.0293 0.5840 -0.3016
C 2.2707 0.0094 -0.9297
C -0.0973 0.1933 0.2377
C -1.0840 1.2292 0.6647
C -0.7433 -1.1855 0.1278
N 2.0239 -1.0648 -1.4575
H 3.1334 0.7237 -0.9092
H -1.5902 0.7333 1.4883
H -1.6298 1.4574 -0.2339
H -0.6373 2.0827 1.0406
H -0.5067 -1.9346 0.9621
H -0.3561 -1.8009 -0.6979
H -1.8126 -1.0272 0.0085
*
```

The calculation puts the maximum force at 2.24 eV Å⁻¹. The value obtained for the orbital gap (spin up / spin down) is 8.98 / 8.61 eV. As for the energy above the lowest of the compared OMol25 structures with the same formula, charge and spin: 479.8 kJ/mol. For the electronic energy, the calculation gives -249.290489 hartree.

natural (NBO) population analysis, charges in e, atoms 1 to 4: C 0.10; C -0.09; C -0.09; C -0.62

# C5H7N

A 2-piece molecular cluster, C5H7N overall (the ωB97M-V functional and the def2-TZVPD basis, the OMol25 dataset).

The geometry in ORCA input format:
```
! wB97M-V def2-TZVPD RIJCOSX def2/J DEFGRID3
* xyz 0 1
C -1.7179 -1.7065 -0.7307
C -0.1323 0.1914 -0.9684
C -1.1419 -0.3655 -0.3477
C 2.1665 1.5413 2.5670
C 2.1730 1.4333 1.3686
N 0.8761 0.6728 -1.4923
H -2.5806 -1.5912 -1.3976
H -0.9772 -2.3289 -1.2402
H -2.0576 -2.2452 0.1587
H -1.5989 0.2037 0.4574
H 2.1621 1.6303 3.6308
H 2.1520 1.3115 0.3024
H 0.6767 1.2530 -2.3079
*
```

The calculation puts the maximum force at 0.60 eV Å⁻¹. The SMILES is CC=C=N.C#C. The value obtained for the orbital gap is 9.89 eV. As for the energy above the lowest of the compared OMol25 structures with the same formula, charge and spin: 343.0 kJ/mol. For the electronic energy, the calculation gives -249.342601 hartree.

natural (NBO) population analysis, charges in e, atoms 1 to 4: C -0.61; C 0.42; C -0.41; C -0.24

# C5H7N

C5H7N as an isolated structure at a distorted geometry (the ωB97M-V functional and the def2-TZVPD basis, the OMol25 dataset).

The geometry in ORCA input format:
```
! wB97M-V def2-TZVPD RIJCOSX def2/J DEFGRID3
* xyz 0 1
C 1.3562 -0.6462 0.3677
C 0.3589 0.9709 0.8820
C 0.7968 -0.1084 -0.7668
N -0.6040 -0.0788 -1.0949
C -1.4481 -0.5995 -0.0058
C -0.9578 0.7750 0.0525
H 0.9006 -1.4225 0.9668
H 2.4485 -0.6171 0.4310
H 0.8657 1.8418 0.4355
H 1.4316 0.3897 -1.4936
H -1.0509 -1.3141 0.7066
H -2.4531 -0.7997 -0.3550
H -1.6443 1.6091 -0.1261
*
```

The calculation puts the maximum force at 1.92 eV Å⁻¹. The value obtained for the orbital gap is 8.61 eV. As for the energy above the lowest of the compared OMol25 structures with the same formula, charge and spin: 559.9 kJ/mol. For the electronic energy, the calculation gives -249.259967 hartree.

natural (NBO) population analysis, charges in e, atoms 1 to 4: C -0.39; C -0.31; C 0.05; N -0.43

# C5H7N

A single C5H7N molecule at a distorted geometry (the ωB97M-V functional and the def2-TZVPD basis, the OMol25 dataset).

The geometry in ORCA input format:
```
! wB97M-V def2-TZVPD RIJCOSX def2/J DEFGRID3
* xyz 0 1
C 1.4113 0.5908 0.0341
C 0.4462 -0.5549 -0.2199
C -0.5337 -0.9185 0.8512
C -1.0434 -0.3200 -0.4370
C -1.4961 1.0405 -0.5853
N -1.8011 2.1351 -0.8079
H 1.5273 1.2483 -0.8332
H 2.3966 0.1771 0.2757
H 1.1089 1.2135 0.8834
H 0.8603 -1.3399 -0.8478
H -0.5327 -0.2980 1.7420
H -0.8045 -1.9565 1.0233
H -1.5890 -1.0130 -1.0748
*
```

The calculation puts the maximum force at 1.06 eV Å⁻¹. The SMILES is C[C@H]1C[C@H]1C#N. The value obtained for the orbital gap is 11.45 eV. As for the energy above the lowest of the compared OMol25 structures with the same formula, charge and spin: 98.1 kJ/mol. For the electronic energy, the calculation gives -249.435889 hartree.

natural (NBO) population analysis, charges in e, atoms 1 to 4: C -0.62; C -0.19; C -0.38; C -0.36

# C5H7N

A single C5H7N molecule at a distorted geometry (the ωB97M-V functional and the def2-TZVPD basis, the OMol25 dataset).

The geometry in ORCA input format:
```
! wB97M-V def2-TZVPD RIJCOSX def2/J DEFGRID3
* xyz 0 1
C 1.5157 -1.5239 0.2148
C 0.7440 0.5002 0.0362
C 0.7404 1.8203 0.1786
C -0.3352 -0.3073 -0.7065
C -1.6215 -0.5501 0.0030
N 1.7356 -0.3381 0.5381
H 2.0523 -2.4183 0.4511
H 1.5218 2.3356 0.7095
H -0.0584 2.4192 -0.2197
H -0.4117 -0.1223 -1.7707
H -2.2237 -1.2806 -0.5314
H -2.2100 0.3726 0.0789
H -1.4492 -0.9074 1.0181
*
```

The calculation puts the maximum force at 2.08 eV Å⁻¹. The value obtained for the orbital gap (spin up / spin down) is 8.75 / 8.34 eV. As for the energy above the lowest of the compared OMol25 structures with the same formula, charge and spin: 459.4 kJ/mol. For the electronic energy, the calculation gives -249.298275 hartree.

natural (NBO) population analysis, charges in e, atoms 1 to 4: C 0.15; C 0.08; C -0.40; C -0.12

# C5H7N

A single C5H7N molecule (the ωB97M-V functional and the def2-TZVPD basis, the OMol25 dataset).

The geometry in ORCA input format:
```
! wB97M-V def2-TZVPD RIJCOSX def2/J DEFGRID3
* xyz 0 1
C -1.5229 -1.0553 -0.0142
C 0.8648 -0.1605 1.4065
C -0.4859 -0.7599 -0.7873
C 0.2527 0.5471 -0.8068
N -0.0433 1.7027 -0.0026
C 1.0958 0.8710 0.4130
H -1.8933 -2.0718 0.0496
H -1.9731 -0.3254 0.6543
H 1.7533 -0.8241 1.3779
H -0.0213 -1.5339 -1.3986
H 0.7162 0.7924 -1.7620
H -0.8244 1.5211 0.6275
H 2.0824 1.2953 0.2290
*
```

The calculation puts the maximum force at 0.50 eV Å⁻¹. The value obtained for the orbital gap is 7.98 eV. As for the energy above the lowest of the compared OMol25 structures with the same formula, charge and spin: 553.5 kJ/mol. For the electronic energy, the calculation gives -249.262431 hartree.

natural (NBO) population analysis, charges in e, atoms 1 to 4: C -0.36; C -0.05; C -0.23; C -0.05

Repeat the sixth record exactly.
# C5H7N

A single C5H7N molecule at a distorted geometry (the ωB97M-V functional and the def2-TZVPD basis, the OMol25 dataset).

The geometry in ORCA input format:
```
! wB97M-V def2-TZVPD RIJCOSX def2/J DEFGRID3
* xyz 0 1
C 1.4113 0.5908 0.0341
C 0.4462 -0.5549 -0.2199
C -0.5337 -0.9185 0.8512
C -1.0434 -0.3200 -0.4370
C -1.4961 1.0405 -0.5853
N -1.8011 2.1351 -0.8079
H 1.5273 1.2483 -0.8332
H 2.3966 0.1771 0.2757
H 1.1089 1.2135 0.8834
H 0.8603 -1.3399 -0.8478
H -0.5327 -0.2980 1.7420
H -0.8045 -1.9565 1.0233
H -1.5890 -1.0130 -1.0748
*
```

The calculation puts the maximum force at 1.06 eV Å⁻¹. The SMILES is C[C@H]1C[C@H]1C#N. The value obtained for the orbital gap is 11.45 eV. As for the energy above the lowest of the compared OMol25 structures with the same formula, charge and spin: 98.1 kJ/mol. For the electronic energy, the calculation gives -249.435889 hartree.

natural (NBO) population analysis, charges in e, atoms 1 to 4: C -0.62; C -0.19; C -0.38; C -0.36

> Look up the maximum force of the fifth one.

1.92 eV Å⁻¹